(1)
The following is a quantum chemistry calculation of a structure of composition C23H41ClLiN10O5PS, from OMol25.

Geometry as XYZ:
```
83
Properties=species:S:1:pos:R:3
H -2.81344 4.39310 -2.14982
C 4.40347 0.67208 3.12654
C 1.45068 -4.10294 -1.97459
N 0.43953 0.20305 -0.28822
S 4.12282 2.22508 -0.56209
O -1.88743 2.76725 1.03095
H -0.77498 0.43339 4.60942
H 2.55646 -2.12946 -0.33596
C -0.46228 -1.72269 4.68722
Li 0.38110 2.04840 0.20137
N -1.77518 -1.35374 -0.66320
H -3.93994 0.54492 -2.43351
H -2.01733 -0.49790 3.78734
H 0.35050 -1.48981 5.38121
H 2.99932 0.97204 4.77140
H 1.48635 2.37244 3.33948
N -2.10346 4.07268 -2.78859
H -0.51563 0.68562 2.19278
H 1.38316 7.31314 -4.86171
H 5.09471 0.04525 3.67822
H 3.31019 -4.25968 0.34568
H -1.54625 0.34913 -1.78889
C 3.25098 1.17791 3.74036
C 3.79125 1.79775 1.03076
H -0.51659 -3.18856 -2.00168
H -1.66647 4.74988 -3.43057
H 1.84569 -2.19456 1.25370
H 2.44597 -3.73341 -2.23908
H -5.41559 -1.31565 -1.11978
C -0.78918 -2.64494 2.36773
C 1.83288 -2.68243 0.27794
N -0.58796 -1.34818 1.73654
H -4.86708 -1.60098 -2.76060
C -3.73378 -2.67887 -1.27437
C -1.20508 3.24801 -2.23323
C -2.17601 -0.53810 -1.79579
H -3.18232 -3.10021 -2.12003
C 1.56445 -4.97489 -0.72864
C 2.40975 1.94376 2.97784
C 1.52294 6.99301 -3.83513
H 2.13412 -5.88609 -0.93411
C -3.64824 -0.17436 -1.66508
Cl 1.81874 8.47124 -2.85718
H 2.42141 6.38430 -3.75355
N 0.99409 2.23269 -2.54483
C -0.22974 -0.26243 2.64657
C -2.73015 -2.33026 -0.17983
H -0.05940 -3.77019 4.06241
C 0.31763 6.15209 -3.36591
C 2.22085 -4.16382 0.39837
N 2.64585 2.22985 1.68035
H 1.91095 -4.55885 1.37064
C 0.50276 -2.92071 -1.70950
O -3.25295 3.54502 -0.44841
H 0.80436 -2.05808 -2.32214
O -0.27543 5.57922 -4.33531
H -1.27537 -2.14481 5.28648
H -4.41249 -3.45944 -0.91841
N -1.23739 2.66559 -1.02455
H -2.20507 -3.23681 0.13845
P -0.27244 -1.07351 0.07518
H -2.00469 -1.05524 -2.75663
H -3.27610 -1.95724 0.70344
N -2.17307 3.03219 -0.13451
H -0.48871 -3.42480 1.66757
N 0.49217 -2.58131 -0.28733
C -0.94200 -0.44402 3.97999
H 0.85478 -0.21933 2.81361
H -0.01723 3.48897 -3.80684
H 1.09111 -4.67725 -2.83230
H -3.77806 0.32278 -0.70001
H 0.74589 1.38724 -2.01740
C -4.51976 -1.44129 -1.73523
N -0.16684 2.88474 -3.00672
C 4.65030 0.98084 1.81629
H 0.56106 -5.28411 -0.42256
O 0.07526 6.05459 -2.16479
H 5.53258 0.61386 1.31148
O 1.76181 2.97279 1.05532
H -1.85268 -2.82103 2.60543
C 0.01729 -2.75609 3.65859
H 1.07139 -2.58629 3.42197
H 1.52725 2.83849 -1.92001
```

For the energy relative to the best compared isomer or geometry (same formula, charge and spin), the calculation gives 0.0 kcal per mole. As for the molar mass: 643.081 u. For the total energy, the calculation gives -82507.1956 eV. The strongest force on any atom comes out at 0.60 eV/Å. For the LUMO energy, the calculation gives 4.307 eV. The orbital gap comes out at 6.1 eV. Its net charge is -2.



(2)
The following is a quantum chemistry calculation of the ion C7H11N2O2 with charge +1 at a distorted geometry, from OMol25.

Geometry as XYZ:
```
22
Properties=species:S:1:pos:R:3
H -1.58591 1.65699 2.07812
C -1.41507 2.28593 1.14331
H 0.43933 1.25284 1.06836
H -0.53073 2.12943 -1.84591
H 2.95150 -1.41656 0.33946
C 0.19734 1.89017 -1.03276
O 2.23722 -3.46533 -0.44503
H -2.29267 2.51443 0.51495
C -0.40191 1.46099 0.28264
O -0.01423 -3.46048 -0.61448
H 1.81827 0.10770 0.60771
C 1.99582 -0.86233 0.19373
N 0.93330 -1.50959 0.00317
C -1.08284 -0.16163 0.05453
H -0.92415 3.10392 1.72169
C 1.16513 -2.98180 -0.41449
H 0.92816 2.76759 -1.00239
H -2.12711 -0.09795 -0.10533
H 0.86052 1.06768 -1.40951
C -0.39044 -1.30096 -0.02370
H -1.77948 -2.44577 -0.86214
N -0.98205 -2.53527 -0.25196
```

For the energy relative to the best compared isomer or geometry (same formula, charge and spin), the calculation gives 98.1 kcal per mole. As for the molar mass: 155.177 u. For the total energy, the calculation gives -14500.8947 eV. The strongest force on any atom comes out at 4.50 eV/Å. The SMILES is C=[n+]1c(=O)o[nH]/c1=C/C(C)C. For the LUMO energy (spin up / spin down), the calculation gives -5.963 / -5.962 eV. The orbital gap (spin up / spin down) comes out at 7.6 / 7.6 eV. Its net charge is +1.



(3)
The following is a quantum chemistry calculation of a structure of composition C31H58BrCoN4OP3 at a distorted geometry, from OMol25.

Geometry as XYZ:
```
99
Properties=species:S:1:pos:R:3
C 0.31846 0.67652 -3.83099
H 3.00345 -9.00533 5.81274
H 3.19562 3.67426 3.45328
N 1.43133 3.52653 1.58492
C -5.71173 1.80270 -1.01723
H -6.31200 2.45888 2.45656
H -3.06422 5.82024 -0.73890
H -0.61657 1.12080 -4.19994
H 0.50046 -2.38925 -3.77646
Co 0.20871 0.30840 -0.49725
N 3.58084 2.07641 2.11902
H -3.75254 3.75664 1.35481
C 1.39237 -8.40958 2.38117
H 2.37182 -1.12088 1.11901
C 4.57480 1.04239 1.82339
H -2.90909 3.38646 -0.82689
C -4.62774 3.10672 1.22067
H -7.61197 2.46590 -1.86235
H -0.19022 3.95410 2.82558
H 5.03843 0.74250 2.77586
H -3.56269 -2.22496 -2.68891
H 0.63181 5.43468 1.69575
H 5.36669 1.41599 1.14809
H 0.59883 -0.74366 -5.47418
H 1.10312 -10.55789 2.45570
C 2.56092 -8.81858 4.82923
C 1.86838 -5.93421 2.49341
N 3.07893 2.92371 -0.41667
C 2.13098 -2.03684 -2.36202
H -6.02043 1.25383 -0.11673
P 2.39974 2.34209 0.96532
C 0.64405 -2.08277 -2.73093
H 2.30258 5.42435 1.13653
C 3.88059 4.14090 -0.52988
H 0.89070 -8.30331 1.41815
C -5.65023 3.32397 2.33815
C 0.34709 -1.43854 0.41989
H -0.19322 -5.98165 1.98321
C -3.75173 3.83653 -1.37266
H -4.45817 5.83026 -1.84061
C -6.81058 1.75095 -2.07947
H -2.83152 5.46060 -2.46064
C 1.54486 -1.82215 1.03135
C 1.69180 -3.12095 1.53363
N 2.05334 -9.86308 4.17239
H 2.96473 -6.69639 4.87038
P -5.32504 3.52610 -0.44563
H 2.77834 -1.88513 -3.23500
H 0.86606 1.49347 -3.34058
P -0.20574 -0.48302 -2.50145
C 0.61594 -4.03264 1.48065
H -6.41669 1.96994 -3.07753
H -2.50529 -0.21365 -1.98714
O 1.71933 1.02317 0.70234
C 0.72631 -5.38722 1.98865
H 2.35064 -1.23195 -1.64423
H 2.11137 -0.24872 -4.68871
H -2.22153 -0.21202 -3.72837
H 1.25401 0.87493 -5.75548
C -3.51115 5.32733 -1.61134
C 4.04509 3.10307 3.05223
H -1.99723 -2.87465 -2.19103
C 1.34851 4.88879 1.06587
H -4.78079 1.34958 -1.38589
H 4.08421 0.17326 1.35767
H 2.79701 1.08134 -1.39768
C 2.54779 -7.52107 4.29804
H 4.74453 3.93862 -1.18433
C 1.11672 0.09570 -4.99567
H -1.44594 -4.30236 0.88612
H -6.27308 4.20422 2.14101
H 0.97439 4.90700 0.02716
C 1.49779 -9.67724 2.97312
H 0.31132 2.22101 2.81847
H 4.16809 2.06351 -1.99033
C -1.99274 -0.75172 -2.79839
H 3.29539 4.94995 -1.00915
H -1.71711 -1.96060 0.04036
C 0.17500 3.12028 2.20578
C 3.12902 2.10552 -1.62061
H -3.82980 3.28913 -2.32225
H 4.77280 3.79433 2.59220
H 2.79095 -5.34815 2.54457
C -2.48767 -2.19944 -2.90050
C -0.60948 -3.60087 0.91793
H -4.27681 2.06505 1.20017
H -5.12735 3.48267 3.28642
C 1.93729 -7.29481 3.04795
H -2.34759 -2.61061 -3.90802
H 2.64640 -3.42429 1.97322
H 4.27190 4.50380 0.42849
H 2.48227 2.55066 -2.40248
H -7.24616 0.74688 -2.10602
H -0.56003 2.91916 1.40282
C -0.75324 -2.30202 0.41715
H 0.10340 -2.80358 -2.10080
Br -0.61295 2.48754 -1.10282
H 2.42272 -2.98333 -1.88725
H 4.55802 2.58576 3.87481
```

The spin multiplicity is 4. For the energy relative to the best compared isomer or geometry (same formula, charge and spin), the calculation gives 0.0 kcal per mole. The expectation value of S² is 3.9167. As for the molar mass: 734.591 u. For the total energy, the calculation gives -176617.7299 eV. The strongest force on any atom comes out at 4.53 eV/Å. For the LUMO energy (spin up / spin down), the calculation gives -6.760 / -9.272 eV. The orbital gap (spin up / spin down) comes out at 5.4 / 2.9 eV. Its net charge is +2.



(4)
The following is a quantum chemistry calculation of the molecule C20H14F3N3S at a distorted geometry, from OMol25.

Geometry as XYZ:
```
41
Properties=species:S:1:pos:R:3
H 2.51397 1.10308 1.59151
C 1.85031 -0.85436 0.01118
H -7.12720 2.00659 -1.69612
C 6.71703 -0.09026 2.06336
C -6.10178 1.68279 -1.47443
H -2.98028 2.78495 -0.94792
C 0.18145 0.68487 -0.97702
H 7.81688 1.65938 1.58435
N -1.09649 1.03294 -1.11222
C -0.54510 -1.29741 0.10383
C 1.05045 -2.93439 0.91980
C -3.77585 2.06289 -1.07371
C 0.52969 -0.47604 -0.28865
S 5.07142 -0.67586 1.88305
H -6.73698 -0.31085 -1.38511
N 2.90873 0.05609 -0.23067
F -3.63121 -2.40345 -1.51945
C -4.60416 -0.25505 -1.00121
N -1.79428 -0.94134 -0.10870
C -3.50499 0.64650 -0.93001
H 5.51627 2.71889 0.70884
C -4.55734 -1.78869 -0.73986
C 5.61671 1.72425 1.12097
H -1.11931 -3.12522 0.97374
F -5.75377 -2.32530 -1.09863
C -5.86026 0.31409 -1.28323
C 2.07306 -2.10091 0.60091
C 6.85024 1.19274 1.62235
C 4.58978 0.84067 1.18308
H 7.53982 -0.72355 2.38527
C -0.26468 -2.52451 0.69737
F -4.35251 -2.05209 0.59385
H 3.75247 -0.38018 -0.66549
H 1.27607 -3.92040 1.36580
H 0.92013 1.37803 -1.33202
H 3.09363 -2.39543 0.84724
H 3.11369 2.13881 0.24790
C -2.07147 0.23702 -0.67536
H -5.24755 3.61962 -1.37631
C -5.04128 2.56759 -1.31802
C 3.18468 1.12354 0.72970
```

For the energy relative to the best compared isomer or geometry (same formula, charge and spin), the calculation gives 8.0 kcal per mole. As for the molar mass: 385.414 u. For the total energy, the calculation gives -44425.0253 eV. The strongest force on any atom comes out at 3.09 eV/Å. The SMILES is FC(F)(F)c1ccccc1-c1ncc2c(NCc3cccs3)cccc2n1. For the LUMO energy, the calculation gives -0.364 eV. The orbital gap comes out at 7.9 eV.



(5)
The following is a quantum chemistry calculation of a cluster of 9 separate species, C23H49Br16OS in total at a distorted geometry, from OMol25.

Geometry as XYZ:
```
90
Properties=species:S:1:pos:R:3
C 2.86117 -3.11624 -2.02303
Br -1.07893 2.51793 2.40961
C 0.54333 3.83973 -0.14078
S 4.21921 -2.24085 -1.23979
H 8.77852 -0.13565 1.45065
H 1.85788 1.84045 -0.02391
C -3.85762 3.18733 2.63884
H -6.55875 7.23631 2.28474
H 2.38566 -2.48391 -2.76764
H -6.87247 -10.03598 -1.70730
Br 3.46242 -1.43997 -5.36308
Br 0.88344 7.50827 -1.66097
H 3.03854 0.22402 -0.09422
H -4.80052 3.07904 3.16967
H 4.24743 6.83830 -3.36312
H -2.55870 -0.58907 -0.23247
H 2.39637 -0.92046 2.46319
C 1.74862 1.09899 2.00287
Br 5.31677 0.16954 3.07825
C 7.78632 0.28032 1.60828
Br -4.62587 -4.83707 2.94032
H 2.69063 1.51850 2.36169
C 1.89887 -0.38688 1.65242
H 2.56913 6.57209 -3.87793
C 5.48083 0.55253 -4.99342
H -3.92451 2.68775 1.67771
Br -7.53338 -8.28969 -0.08817
H -5.91518 8.70746 1.52480
Br -0.45150 -1.34955 -1.28330
Br -1.62041 -6.99214 2.72959
Br -7.64103 5.60321 0.09188
H 4.48495 0.23892 -6.86278
H 7.87135 1.27445 2.03415
Br -3.69379 5.08834 2.26095
C 2.79313 7.62148 -1.99680
H -5.44946 -7.12869 2.51388
O 0.93838 3.24733 1.08660
H 3.31632 -2.65223 0.89070
H 1.04854 1.13093 2.83216
H 1.80519 -0.99058 -0.42977
H -6.97043 7.86319 -0.68732
Br -4.11466 -7.44411 -1.12463
Br 5.03573 1.03468 -3.16030
H 0.14643 4.82711 0.08413
Br 7.01073 0.50908 -0.16180
H 6.67180 -1.54716 1.90460
H 0.23744 1.40102 0.50511
C -6.45268 -9.05212 -1.51180
H -5.57583 6.94053 -0.08677
Br 3.32033 4.81576 -2.28569
H -0.23701 3.25008 -0.63400
H 4.30190 -1.05777 -1.87987
C -2.71081 2.68149 3.47349
C 4.24238 0.28935 -5.80418
H 3.26212 -4.00722 -2.49425
Br -8.37244 8.83698 1.71788
H 2.13854 -3.37143 -1.25019
H 6.13740 -0.30951 -4.94097
H -4.45961 -9.79445 -1.80543
H -3.26387 -2.54279 1.02495
H -2.88439 -1.84124 -1.44952
H -4.21016 -6.67873 1.32550
H 4.53449 -1.36350 0.88989
C 2.55620 -0.67553 0.29622
H -2.47330 3.34315 4.29986
C -6.59986 7.24291 0.12209
C -6.67394 7.93097 1.45903
H -4.89736 -9.57071 -0.10038
Br -2.16015 -4.39982 -0.16366
H -3.54961 -7.23918 4.27392
H -1.50289 -2.45507 1.22246
C -5.00919 -9.17188 -1.10355
C -4.45950 -6.69674 2.38299
H 7.51036 -0.94390 3.34667
H -3.53947 -8.51309 3.03791
H 2.96852 8.63138 -2.35990
C 6.96306 -0.65615 2.45242
H -2.94239 1.68983 3.85776
C 1.17310 1.87292 0.83520
H 6.03035 1.40324 -5.38917
H 3.28943 7.48520 -1.04162
C -2.26635 -1.57023 -0.60029
H 1.39319 3.96073 -0.82096
H 0.87652 -0.77677 1.60174
H 3.46889 1.03248 -5.64120
C 3.23799 6.61671 -3.02498
C -3.45062 -7.44324 3.21289
H -6.58599 -8.41808 -2.38204
C 3.64181 -1.73966 0.38860
C -2.30799 -2.58740 0.50649
```

As for the molar mass: 1652.175 u. For the total energy, the calculation gives -1158202.0215 eV. The strongest force on any atom comes out at 2.09 eV/Å. For the LUMO energy, the calculation gives -2.137 eV. The orbital gap comes out at 8.8 eV. Its net charge is +1.